Record 1
{
  "formula": "CLi2O2",
  "method": "the ωB97M-V functional and the def2-TZVPD basis",
  "symbols": ["O", "C", "O", "Li", "Li"],
  "coordinates": [[-0.4132, 1.0395, -0.1309], [0.1536, 0.4307, 0.8801], [0.4045, -0.8239, 0.5665], [1.2118, 0.0423, -0.9968], [-1.3567, -0.6885, -0.3190]],
  "gap_ha": 0.2209,
  "total_energy_ha": -203.66192,
  "relative_energy_kj_mol": 0.0,
  "max_force_ha_per_bohr": 0.0181,
  "charge": 0
}

=====

Record 2
{
  "formula": "CN2O2S",
  "method": "the ωB97M-V functional and the def2-TZVPD basis",
  "symbols": ["S", "C", "O", "N", "N", "O"],
  "coordinates": [[0.6444, -1.2996, -1.3143], [0.1566, -0.2704, -0.0955], [-0.2087, 0.9559, -0.4387], [-0.7654, 1.5910, 0.6294], [-0.6072, 0.8254, 1.6002], [0.0034, -0.2682, 1.1880]],
  "gap_ha": 0.3503,
  "total_energy_ha": -696.15883,
  "relative_energy_kj_mol": 364.1,
  "max_force_ha_per_bohr": 0.0836,
  "charge": 0
}

=====

Record 3
{
  "formula": "CN2O2S",
  "method": "the ωB97M-V functional and the def2-TZVPD basis",
  "symbols": ["C", "N", "N", "O", "O", "S"],
  "coordinates": [[1.5828, 0.0223, 0.0477], [1.4652, -1.1335, -0.2496], [-1.0326, 0.5130, -0.4773], [1.7512, 1.1307, 0.3622], [-3.1295, -0.6750, 0.4736], [-2.4536, 0.4476, -0.1383]],
  "gap_ha": [0.3073, 0.2860],
  "total_energy_ha": -696.11093,
  "relative_energy_kj_mol": 489.8,
  "max_force_ha_per_bohr": 0.0403,
  "charge": 0
}

=====

Record 4
{
  "formula": "CN2O2S2",
  "method": "the ωB97M-V functional and the def2-TZVPD basis",
  "symbols": ["N", "C", "S", "S", "N", "O", "O"],
  "coordinates": [[2.4399, 1.2334, 0.7725], [1.9594, 0.2760, 0.3736], [1.3147, -0.9759, -0.5187], [-0.4058, -1.5156, 0.3028], [-1.5470, 0.1173, -0.2578], [-1.8269, 0.2336, -1.3924], [-1.9344, 0.6312, 0.7200]],
  "gap_ha": 0.3192,
  "total_energy_ha": -1094.32638,
  "relative_energy_kj_mol": 85.5,
  "max_force_ha_per_bohr": 0.0588,
  "charge": 0
}